Record 1
The following is a quantum chemistry calculation of a molecular structure, C2HF6NO3S2Sr at a distorted geometry, from OMol25.

Geometry as XYZ:
```
16
Properties=species:S:1:pos:R:3:forces:R:3:lowdin_charge:R:1
Sr -3.504 0.388 -1.224 1.4 -1.0 -0.7 1.69
S 2.007 1.196 -1.152 -0.2 -0.3 0.2 0.85
S -0.090 -0.431 -0.400 0.1 0.4 -0.6 0.82
F 2.479 0.954 1.444 -0.1 0.0 0.2 0.08
F 0.163 -3.023 -0.877 0.0 -0.4 -0.2 0.13
F -1.138 -2.526 0.765 -0.6 -0.2 0.3 0.11
F 4.101 0.311 0.204 0.2 -0.1 0.0 0.09
F 0.999 -2.350 0.996 0.1 -0.1 0.3 0.13
F 3.657 2.421 0.373 0.2 0.3 0.0 0.07
O -3.033 0.986 0.846 -1.9 1.0 -0.2 -0.52
O -4.488 1.528 0.513 1.2 -0.3 0.6 -0.38
O -1.215 -0.556 -1.476 -0.3 0.2 0.6 -0.73
N 1.358 -0.374 -1.088 -0.4 -0.1 0.1 -0.68
C 3.111 1.203 0.292 -0.4 -0.3 -0.4 -0.93
C -0.008 -2.209 0.149 0.6 0.8 -0.6 -0.80
H -4.400 2.481 0.636 0.2 -0.1 0.3 0.06
```
Forces are in eV/Å.

The value obtained for the LUMO energy is -1.777 eV. Its HOMO-LUMO gap is 6.1176 eV. The HOMO energy is -7.89 eV.



Record 2
The following is a quantum chemistry calculation of a molecular structure, C12H23N2O2P2SZr at a distorted geometry, from OMol25.

Geometry as XYZ:
```
43
Properties=species:S:1:pos:R:3:forces:R:3:nbo_charge:R:1
Zr 0.483 0.443 0.683 -2.2 -1.5 1.8 1.61
S -1.095 0.226 5.270 0.3 0.0 -2.1 0.34
P -2.210 0.961 -0.219 0.2 0.5 0.4 1.30
P 2.430 -1.332 1.181 1.7 0.4 1.8 0.87
O 2.196 2.293 -0.614 -0.3 1.5 0.2 -0.97
O -0.653 6.603 0.146 0.6 -2.2 1.4 -0.91
N -0.031 -1.240 -0.694 0.2 -1.4 0.4 -0.60
N -0.384 0.264 2.568 1.0 0.1 -2.6 -0.90
C -0.740 0.240 3.729 -0.2 0.1 2.7 0.18
C -2.932 2.055 -1.477 0.8 0.5 -0.3 -0.97
C -3.227 1.268 1.238 0.3 -0.2 0.7 -0.97
C 2.441 -3.025 1.842 -0.5 -1.0 0.5 -0.88
C -0.190 -3.048 -2.834 -0.8 -0.6 -0.2 -0.12
C -2.443 -0.714 -0.853 -0.4 -0.5 -0.5 -0.81
C -1.225 -1.460 -1.301 0.7 0.1 0.6 0.25
C 1.034 -2.714 -2.327 0.7 0.0 0.3 -0.11
C -1.317 -2.425 -2.287 -0.1 -0.8 -0.8 -0.12
C 2.306 -1.931 -0.450 0.8 3.7 -1.3 -0.30
C 1.086 -1.998 -1.118 -1.5 0.8 -1.2 0.11
C 4.058 -0.586 1.570 0.2 -0.4 -0.5 -0.93
H -2.987 -1.268 -0.086 0.2 -0.1 0.4 0.32
H 3.486 -3.360 1.762 -0.3 0.1 0.1 0.29
H -2.924 2.195 1.730 0.1 0.1 -0.2 0.30
H -3.102 0.476 1.972 0.1 -0.1 0.0 0.28
H 2.061 -3.184 2.854 0.1 0.3 -0.1 0.30
H 4.838 -1.339 1.378 0.0 0.4 0.1 0.28
H 1.963 -3.042 -2.785 -0.1 -0.2 0.1 0.28
H 1.980 3.241 -0.401 -0.2 -1.2 0.2 0.52
H 4.087 -0.291 2.635 -0.2 -0.2 -0.4 0.30
H -3.859 1.669 -1.909 0.1 -0.3 0.3 0.30
H -0.424 5.644 0.365 -0.5 2.1 -0.6 0.44
H 2.849 2.508 -1.306 0.1 -0.9 0.0 0.53
H 1.856 -3.644 1.142 0.1 0.1 0.5 0.26
H -0.779 6.645 -0.793 -0.1 0.0 -0.8 0.47
H 4.245 0.315 0.960 -0.1 -0.4 0.2 0.27
H -0.266 -3.833 -3.604 -0.1 0.7 0.2 0.29
H 3.092 -1.495 -1.106 0.2 -1.6 0.0 0.28
H -3.153 3.051 -1.081 0.1 -0.2 0.2 0.30
H -4.290 1.353 1.000 0.1 0.0 -0.4 0.31
H -3.176 -0.628 -1.657 0.2 -0.2 -0.2 0.30
H -0.566 1.603 -0.159 -1.0 2.5 -0.8 -0.22
H -2.293 -2.686 -2.666 -0.1 0.0 -0.1 0.27
H -2.228 2.191 -2.298 0.0 0.0 -0.1 0.28
```
Forces are in eV/Å.

The value obtained for the LUMO energy (alpha / beta) is -13.319 / -13.319 eV. The charge is +3. Its HOMO-LUMO gap (alpha / beta) is 3.8089 / 3.8096 eV. The HOMO energy (alpha / beta) is -17.13 / -17.13 eV.



Record 3
The following is a quantum chemistry calculation of a molecular structure, C35H43BrCoN3O2STe, from OMol25.

Geometry as XYZ:
```
87
Properties=species:S:1:pos:R:3:forces:R:3:lowdin_spin:R:1
Te 0.447 -1.491 -2.559 -0.4 0.0 0.3 -0.03
Br -1.704 -3.808 -0.871 0.4 0.2 0.2 -0.03
Co -0.976 -1.629 -0.310 -0.4 -0.2 -0.8 1.05
S -0.085 -1.567 1.816 0.0 0.0 0.0 0.01
O -0.099 4.228 -1.542 0.0 0.0 0.0 0.00
O -1.474 0.224 -0.471 0.6 0.2 0.5 0.00
N -0.364 -4.133 2.350 0.0 -0.1 0.1 0.00
N -0.486 3.738 1.041 0.0 0.0 0.0 0.00
N 1.623 -3.593 1.341 0.0 0.0 0.0 0.00
C -0.831 5.029 0.525 0.0 0.0 0.0 0.00
C -3.747 0.668 -0.905 -0.1 0.0 0.0 0.00
C -0.148 -5.576 2.317 0.0 0.0 0.0 0.00
C -3.320 0.647 -4.807 0.0 0.0 0.0 0.00
C 4.372 -4.114 2.893 0.0 0.0 0.0 0.00
C -0.085 -4.795 5.424 0.0 0.0 0.0 0.00
C 0.446 -3.224 1.831 -0.1 0.1 0.0 0.00
C -1.492 7.479 -0.536 0.0 0.0 0.0 0.00
C 3.216 2.479 -1.889 0.0 0.0 0.0 0.00
C 0.803 -6.102 3.391 0.0 0.0 0.0 0.00
C 0.220 -6.155 4.801 0.0 0.0 0.0 0.00
C -4.737 1.601 -1.003 0.0 0.0 0.0 0.00
C -0.623 5.259 -0.841 0.0 0.0 0.0 0.00
C -2.025 -1.317 -4.298 0.0 0.0 0.0 0.00
C -0.966 6.497 -1.368 0.0 0.0 0.0 0.00
C -1.057 2.604 0.693 0.0 0.0 0.0 0.00
C -2.274 2.379 0.043 0.0 0.0 0.0 0.00
C -3.116 -0.720 -4.918 0.0 0.0 0.0 0.00
C 3.512 -1.989 1.737 0.0 0.0 0.0 0.00
C 4.719 -2.805 2.192 0.0 0.0 0.0 0.00
C -1.344 6.012 1.348 0.0 0.0 0.0 0.00
C 2.318 0.787 -3.345 0.0 0.0 0.0 0.00
C 3.106 1.912 -3.153 0.0 0.0 0.0 0.00
C -2.464 1.033 -0.417 -0.1 -0.3 -0.2 0.00
C -1.147 -0.534 -3.561 0.0 0.0 0.0 0.00
C -1.679 7.250 0.818 0.0 0.0 0.0 0.00
C 1.728 0.805 -1.008 0.0 -0.1 0.0 0.00
C 2.605 -2.697 0.732 0.0 0.0 0.0 0.00
C -3.331 3.326 -0.101 0.0 0.0 0.0 0.00
C 0.136 4.418 -2.931 0.0 0.0 0.0 0.00
C -1.348 0.835 -3.439 0.0 0.0 0.0 0.00
C 1.622 0.236 -2.274 0.0 0.1 0.1 -0.01
C -4.534 2.947 -0.609 0.0 0.0 0.0 0.00
C 2.531 1.921 -0.819 0.0 0.0 0.0 0.00
C -2.434 1.423 -4.070 0.0 0.0 0.0 0.00
H -5.701 1.309 -1.402 0.0 0.0 0.0 0.00
H 3.194 -3.305 0.042 0.0 0.0 0.0 0.00
H 0.201 -5.841 1.314 0.0 0.0 0.0 0.00
H -0.824 6.707 -2.418 0.0 0.0 0.0 0.00
H 1.878 -4.564 1.430 0.0 0.0 0.0 0.00
H 5.358 -3.012 1.329 0.0 0.0 0.0 0.00
H -4.168 1.108 -5.295 0.0 0.0 0.0 0.00
H -2.084 8.023 1.455 0.0 0.0 0.0 0.00
H 0.836 5.238 -3.103 0.0 0.0 0.0 0.00
H -0.498 1.715 0.968 0.0 0.0 0.0 0.00
H 2.629 2.359 0.168 0.0 0.0 0.0 0.00
H -3.801 -1.329 -5.491 0.0 0.0 0.0 0.00
H -0.686 -6.769 4.788 0.0 0.0 0.0 0.00
H 5.315 -2.187 2.867 0.0 0.0 0.0 0.00
H -1.871 -2.385 -4.389 0.0 0.0 0.0 0.00
H 0.931 -6.685 5.437 0.0 0.0 0.0 0.00
H 0.574 3.489 -3.288 0.0 0.0 0.0 0.00
H -1.755 8.438 -0.961 0.0 0.0 0.0 0.00
H -0.952 -4.315 4.969 0.0 0.0 0.0 0.00
H 3.646 2.340 -3.988 0.0 0.0 0.0 0.00
H 0.391 3.666 1.535 0.0 0.0 0.0 0.00
H 3.925 -4.840 2.208 0.0 0.0 0.0 0.00
H -1.128 -6.041 2.421 0.0 0.0 0.0 0.00
H 1.183 0.368 -0.179 0.0 0.0 0.0 0.00
H -3.192 4.345 0.231 0.0 0.0 0.0 0.00
H -2.597 2.489 -3.974 0.0 0.0 0.0 0.00
H 1.101 -7.110 3.092 0.0 0.0 0.0 0.00
H -5.340 3.661 -0.697 0.0 0.0 0.0 0.00
H -0.675 1.440 -2.843 0.0 0.0 0.0 0.00
H 1.719 -5.501 3.404 0.0 0.0 0.0 0.00
H 2.246 0.342 -4.330 0.0 0.0 0.0 0.00
H 3.863 -1.064 1.271 0.0 0.0 0.0 0.00
H 2.906 -1.692 2.597 0.0 0.0 0.0 0.00
H 5.265 -4.585 3.303 0.0 0.0 0.0 0.00
H 0.763 -4.114 5.320 0.0 0.0 0.0 0.00
H -1.493 5.796 2.398 0.0 0.0 0.0 0.00
H 3.841 3.349 -1.739 0.0 0.0 0.0 0.00
H -3.892 -0.353 -1.236 0.0 0.0 0.0 0.00
H -1.257 -3.778 2.653 0.0 0.0 0.0 0.00
H -0.797 4.613 -3.463 0.0 0.0 0.0 0.00
H 2.059 -1.965 0.140 0.0 0.0 0.0 0.00
H -0.299 -4.899 6.487 0.0 0.0 0.0 0.00
H 3.674 -3.949 3.717 0.0 0.0 0.0 0.00
```
Forces are in eV/Å.

The value obtained for the LUMO energy (alpha / beta) is -3.501 / -2.972 eV. The charge is +1. Its HOMO-LUMO gap (alpha / beta) is 6.8777 / 7.6352 eV. As for the spin multiplicity: 2. The HOMO energy (alpha / beta) is -10.38 / -10.61 eV.



Record 4
The following is a quantum chemistry calculation of 2 unconnected molecules or ions with the total composition CH8N4 at a distorted geometry, from OMol25.

Geometry as XYZ:
```
13
Properties=species:S:1:pos:R:3:forces:R:3:nbo_charge:R:1
N 1.210 0.321 -0.806 1.8 -0.6 -2.6 -0.29
N 0.376 -1.557 0.238 -1.9 -4.1 1.9 -0.36
N -1.479 0.343 -0.191 0.1 2.3 -3.1 -0.84
N 0.389 -0.349 -0.013 -1.4 1.6 0.6 0.26
C 1.238 0.685 0.536 0.7 2.5 3.0 -0.02
H -2.216 -0.356 -0.075 0.2 -0.3 0.0 0.44
H -1.849 1.240 0.198 0.6 -0.7 0.6 0.45
H 0.130 -1.694 1.251 0.5 -0.6 -1.0 0.45
H 0.762 1.643 0.770 -0.3 -0.5 0.3 0.26
H 0.007 -2.301 -0.430 0.9 1.2 0.5 0.48
H -1.447 0.644 -1.248 -0.4 -1.2 2.1 0.43
H 0.804 0.939 -1.465 -0.2 0.8 -1.2 0.43
H 2.077 0.440 1.235 -0.5 -0.3 -1.0 0.29
```
Forces are in eV/Å.

The value obtained for the LUMO energy is -12.383 eV. The charge is +2. Its HOMO-LUMO gap is 9.5927 eV. The HOMO energy is -21.98 eV.